160
Properties=species:S:1:pos:R:3:forces:R:3 method="wB97M-V/def2-TZVPD" e_tot_ev=-88101.1655 relative_energy_kcal_mol=138.7 total_charge=+1
C -2.176979 5.432241 -2.524559 0.21 -0.64 0.22
C -2.510158 4.141694 -1.623809 0.67 0.77 0.55
C -1.809113 4.398031 -0.189847 -1.03 -0.82 -0.26
C -1.872275 3.085570 0.770260 1.09 1.05 -0.84
C -0.457137 3.044035 1.542782 -1.22 0.08 0.41
C -0.539592 2.379521 2.999678 2.07 0.63 -0.14
C 1.003408 2.198197 3.487137 -0.12 -0.68 -0.53
C 1.354858 0.645040 3.789156 0.25 1.50 0.42
C 2.943763 0.475541 3.649851 0.19 -1.06 0.84
C 3.388163 -0.704074 2.660384 -0.17 0.95 -0.23
C 2.649115 -0.652905 1.223049 0.68 -1.19 0.22
C 1.530334 -1.802586 1.183756 -1.07 0.46 -0.38
C 0.233836 -1.429860 0.278596 0.71 -0.57 0.02
C 0.501605 -1.609168 -1.308897 -0.19 1.04 0.65
C 0.205876 -0.177407 -1.995441 0.59 -1.08 -0.39
C 0.120603 -0.246223 -3.605100 -0.86 -0.49 0.71
C -1.098813 0.684673 -4.095975 0.24 0.23 -0.69
C -0.660237 1.736570 -5.257103 -0.35 0.56 1.31
C -0.456923 3.143231 -4.467400 -0.91 -0.41 -0.98
C -0.054046 4.364150 -5.427100 -1.42 -0.52 0.16
N 1.378654 4.735368 -5.166124 -0.19 1.09 2.20
C 1.549814 5.518624 -3.965475 -0.35 0.11 -1.83
N 1.434067 6.846548 -4.079189 -0.15 -2.14 0.62
N 1.812356 5.008389 -2.615571 1.21 -0.26 -0.96
S 3.440052 4.477711 -2.408341 5.78 2.87 -2.33
O 4.255536 5.697989 -2.056118 -3.07 -3.40 -0.55
O 4.007898 3.758793 -3.599467 -2.74 1.09 3.16
C 3.464814 3.384933 -0.864081 -0.89 -1.74 2.78
F 4.589435 2.565860 -0.862804 -2.95 2.49 -0.11
F 3.405226 4.200741 0.283169 0.43 -2.13 -3.13
F 2.301384 2.578432 -0.855650 2.57 1.77 -0.24
H -2.486489 6.352707 -1.928036 0.33 -1.09 -1.08
H -1.036394 5.487482 -2.686279 -1.53 0.00 0.31
H -2.648523 5.402041 -3.562961 0.40 0.18 1.44
H -2.055207 3.183315 -2.051008 -0.75 1.31 0.47
H -3.642552 4.002909 -1.518471 1.65 0.19 -0.13
H -0.714417 4.666343 -0.363392 -1.27 -0.31 0.14
H -2.311341 5.294172 0.306252 0.74 -1.12 -0.56
H -1.965320 2.196138 0.062990 0.04 0.90 1.15
H -2.764384 3.118206 1.471935 1.17 -0.02 -0.86
H -0.100148 4.129152 1.685197 -0.47 -1.55 -0.12
H 0.304345 2.542030 0.856407 -0.93 0.41 1.04
H -1.028453 1.351668 3.016845 0.33 1.51 -0.11
H -1.000790 3.125548 3.727841 0.11 -1.20 -1.08
H 1.718616 2.510633 2.636579 -1.18 -0.32 1.14
H 1.253615 2.881761 4.371937 -0.42 -1.12 -1.12
H 0.750434 -0.038663 3.096308 1.00 1.03 0.92
H 1.031547 0.455600 4.874893 0.42 -0.04 -1.64
H 3.469983 1.462711 3.392972 -0.94 -1.35 0.18
H 3.328541 0.180146 4.696375 -0.34 0.53 -1.57
H 4.505845 -0.614810 2.472461 -1.31 -0.24 0.47
H 3.172258 -1.691775 3.178385 0.41 1.13 -0.82
H 3.458875 -0.931962 0.452009 -1.30 0.61 0.92
H 2.251110 0.384989 0.959985 0.36 -1.34 0.49
H 1.996851 -2.772290 0.775219 -0.78 1.36 0.88
H 1.127706 -1.957932 2.249737 0.80 -0.03 -1.54
H -0.054785 -0.351588 0.512364 0.38 -1.22 -0.32
H -0.659982 -2.079201 0.574295 1.32 0.78 -0.33
H 1.595587 -1.905000 -1.498013 -1.65 0.29 0.23
H -0.204046 -2.417752 -1.706446 1.10 1.19 0.35
H -0.773390 0.197892 -1.525296 1.46 -0.31 -0.83
H 1.093638 0.513304 -1.740897 -1.55 -0.83 -0.01
H -0.072158 -1.333403 -3.968146 0.36 2.03 0.75
H 1.133883 0.047464 -4.037151 -1.38 -0.12 0.38
H -1.499746 1.317273 -3.222184 0.63 -1.03 -1.20
H -1.986128 0.045277 -4.439494 1.38 0.84 0.37
H 0.333623 1.421341 -5.726957 -1.50 0.38 0.43
H -1.484387 1.883975 -6.038333 1.30 -0.30 0.97
H -1.445984 3.432295 -3.967419 1.50 -0.64 -0.69
H 0.312461 2.923314 -3.655906 -0.84 0.50 -0.93
H -0.235234 4.077690 -6.525047 0.68 0.53 1.63
H -0.728305 5.270474 -5.205653 1.12 -1.26 -0.35
H 1.966954 3.890249 -5.179813 -0.27 0.40 0.55
H 0.831286 7.223946 -4.831346 1.27 -0.08 0.22
H 1.895185 7.428223 -3.367253 -1.00 -0.15 -0.09
H 1.113282 4.315821 -2.300166 0.20 0.15 -0.49
C 5.236027 -4.097898 6.683823 0.14 0.22 0.14
C 4.038340 -3.777862 5.803320 0.28 -0.67 -0.01
C 3.010357 -4.896219 5.835474 -0.32 0.06 0.00
O 4.474923 -3.578619 4.459362 -0.07 0.31 -0.14
H 5.741850 -5.005616 6.339500 -0.14 -0.04 0.03
H 5.971133 -3.290128 6.640312 -0.11 -0.02 0.03
H 4.934335 -4.240381 7.724491 0.05 -0.02 -0.06
H 3.576620 -2.844525 6.137314 0.07 0.02 -0.23
H 3.438270 -5.831409 5.460209 0.09 0.04 0.11
H 2.164049 -4.653001 5.187832 0.05 0.03 0.10
H 2.639034 -5.065327 6.849367 0.02 -0.03 -0.07
H 4.884561 -4.398972 4.155372 -0.06 0.12 0.08
C 0.263552 -5.555251 3.018235 0.17 0.23 0.19
C -0.929385 -5.222279 2.139203 0.23 -0.68 -0.05
C -1.965217 -6.335343 2.163068 -0.29 0.06 -0.01
O -0.485863 -5.014259 0.799832 -0.06 0.35 -0.18
H 0.766584 -6.463110 2.669889 -0.15 -0.04 0.03
H 1.002502 -4.750076 2.981265 -0.10 -0.01 0.02
H -0.041983 -5.702316 4.057353 0.05 -0.03 -0.05
H -1.385905 -4.288405 2.478939 0.08 0.03 -0.22
H -1.541735 -7.270622 1.783389 0.09 0.04 0.12
H -2.811479 -6.086077 1.517363 0.05 0.04 0.09
H -2.337333 -6.507064 3.176184 0.02 -0.04 -0.07
H -0.081133 -5.834033 0.487869 -0.07 0.11 0.09
C -1.742168 -4.309891 -6.528578 -0.15 -0.09 0.15
C -1.615228 -2.812156 -6.302297 0.30 -0.43 -0.63
C -1.730036 -2.043420 -7.609314 -0.12 0.29 0.01
O -0.354865 -2.528077 -5.693491 0.02 0.15 0.13
H -0.944487 -4.674433 -7.184151 -0.05 0.13 -0.07
H -1.646580 -4.850685 -5.583769 -0.11 0.06 -0.07
H -2.705237 -4.560979 -6.978290 0.09 -0.08 0.08
H -2.393007 -2.477873 -5.609581 0.21 0.04 0.10
H -0.932194 -2.329889 -8.301804 -0.08 -0.13 0.04
H -1.625876 -0.968753 -7.433503 -0.07 -0.06 0.02
H -2.693099 -2.226844 -8.091954 0.08 0.01 -0.01
H 0.339533 -2.819835 -6.298664 -0.14 -0.03 0.08
C -6.355107 -5.448632 -7.604567 0.10 0.07 -0.27
C -5.705752 -6.552016 -6.783948 -0.53 0.33 0.33
C -6.703616 -7.196774 -5.835657 0.01 -0.21 0.08
O -4.620506 -6.008737 -6.032892 0.35 -0.05 -0.06
H -6.738294 -4.654218 -6.955897 -0.08 -0.14 0.06
H -5.623840 -4.986320 -8.273333 -0.05 -0.10 0.00
H -7.181253 -5.837151 -8.205080 0.03 0.07 0.04
H -5.290499 -7.310936 -7.452480 0.19 0.12 0.13
H -7.098394 -6.462430 -5.126067 -0.05 0.02 -0.11
H -6.220965 -7.979601 -5.244579 -0.02 0.02 -0.12
H -7.540436 -7.637913 -6.382991 0.03 0.03 0.06
H -4.978067 -5.336287 -5.438364 -0.04 -0.15 -0.09
C -6.305740 -6.622511 -1.006823 0.18 -0.24 -0.09
C -6.515980 -5.439848 -1.939039 -0.42 -0.02 0.62
C -6.572290 -4.130318 -1.167834 0.13 0.27 -0.12
O -7.731919 -5.616825 -2.663728 0.07 0.02 -0.33
H -7.131357 -6.708145 -0.293154 0.06 0.14 0.01
H -6.278436 -7.557144 -1.572825 0.06 0.10 0.01
H -5.371142 -6.524285 -0.448694 -0.07 -0.03 0.00
H -5.704460 -5.400564 -2.671307 -0.18 -0.05 -0.10
H -7.407010 -4.130138 -0.459779 0.09 -0.12 0.03
H -6.734785 -3.290468 -1.848681 0.07 -0.08 0.02
H -5.645601 -3.957593 -0.614535 -0.07 0.00 0.00
H -8.456504 -5.653037 -2.025979 0.13 0.00 -0.09
C 0.930020 6.797265 7.383402 -0.01 -0.08 0.30
C 1.299407 5.738200 6.356923 -0.15 0.67 -0.31
C 2.085090 6.337279 5.202361 0.07 0.09 -0.15
O 0.110302 5.126941 5.856497 -0.13 -0.43 -0.01
H 0.298185 7.571148 6.935536 0.13 0.00 -0.08
H 0.356294 6.354922 8.201990 0.10 -0.01 -0.05
H 1.822129 7.272668 7.798584 -0.07 0.00 -0.03
H 1.891199 4.953172 6.835441 -0.18 -0.08 -0.10
H 1.492709 7.095889 4.678462 -0.11 0.02 0.15
H 2.334249 5.567141 4.467011 0.05 0.00 0.12
H 3.008971 6.797143 5.552439 -0.15 -0.05 -0.10
H -0.420951 5.812162 5.431054 0.13 -0.05 0.11
C 7.212069 5.662656 6.252740 0.10 0.25 0.15
C 5.836381 5.103549 6.580081 0.43 -0.31 -0.54
C 5.817208 3.586302 6.479647 -0.19 -0.15 0.19
O 4.874104 5.651037 5.679116 0.02 0.04 0.22
H 7.503450 5.407127 5.228802 -0.03 -0.14 0.07
H 7.208385 6.753767 6.317778 -0.01 -0.09 0.07
H 7.969547 5.274210 6.937920 -0.02 0.03 -0.08
H 5.546508 5.408704 7.589149 -0.15 0.08 -0.17
H 6.060498 3.259345 5.463459 0.12 0.08 0.04
H 4.820235 3.199007 6.706422 0.08 0.05 0.05
H 6.532884 3.135592 7.171608 -0.04 0.00 -0.07
H 5.121237 5.386919 4.783155 0.00 0.02 0.15